No. 1
C4H8N2O | ωB97M-V/def2-TZVPD

Its energy above the lowest of the compared OMol25 structures with the same formula, charge and spin is 353.7 kJ/mol. The value obtained for the LUMO energy is 1.0 eV. The SMILES is C[C@H]1NC/C1=N\O.

Atoms and positions in Å:
C -1.98901 -0.50443 -0.04462
C -0.70165 0.07753 -0.61587
N -0.41182 1.45961 -0.10192
C 0.74395 0.96439 0.70336
C 0.62297 -0.34802 -0.01138
N 1.43499 -1.26765 -0.32814
O 2.67734 -1.03847 0.27657
H -2.84287 0.08827 -0.38847
H -2.00959 -0.51012 1.05129
H -2.12575 -1.53551 -0.38692
H -0.72055 0.00545 -1.71144
H -0.05696 2.04540 -0.86172
H 0.48907 0.92619 1.76835
H 1.70500 1.47251 0.58169
H 3.18489 -1.83514 0.06922

Atomic forces in eV per Å
0.0 -0.1 0.0
-0.1 -0.2 -0.1
0.0 0.4 -0.3
0.2 0.0 0.3
0.4 -0.4 -0.2
-0.5 0.3 0.0
0.2 -0.2 0.2
0.1 -0.1 0.0
0.2 0.1 -0.2
0.0 0.1 0.0
0.0 0.0 0.2
-0.2 -0.2 0.3
0.1 0.0 -0.1
-0.2 0.0 0.0
-0.2 0.2 0.0

---

No. 2
C4H9NO2 | ωB97M-V/def2-TZVPD

Its energy above the lowest of the compared OMol25 structures with the same formula, charge and spin is 569.7 kJ/mol. The value obtained for the LUMO energy (alpha / beta) is -2.2 / -0.9 eV.

Atoms and positions in Å:
C -1.22961 1.19938 -0.26556
C -0.46514 0.30519 0.71130
C -0.63114 -1.23627 0.21613
O 0.23463 -2.15753 0.76418
N 0.93489 0.36243 0.75996
C 1.66444 0.29846 -0.42895
O 2.44915 -0.72480 -0.46553
H -1.07350 2.25243 -0.01661
H -2.29905 0.98208 -0.18420
H -0.93437 1.04374 -1.30795
H -0.86776 0.39466 1.72633
H -1.65433 -1.51203 0.49048
H -0.54932 -1.17637 -0.88143
H 1.13813 -1.94359 0.44293
H 2.12048 1.35154 -0.16991
H 1.16250 0.56068 -1.39117

Atomic forces in eV per Å
0.0 0.0 0.1
-0.3 -0.9 -0.2
-0.8 0.8 -0.1
0.6 -0.1 0.0
-0.4 0.3 0.8
-0.4 1.3 0.5
0.8 -0.3 -0.7
-0.1 -0.1 0.0
0.1 0.0 0.0
0.0 0.0 0.1
0.1 0.0 -0.2
0.1 -0.1 -0.1
0.0 -0.1 0.1
-0.4 -0.2 0.3
0.4 -0.5 -0.6
0.2 -0.3 0.0

---

No. 3
C30H32Cl2N2PRhS | ωB97M-V/def2-TZVPD

As for the multiplicity: 5. Its energy above the lowest of the compared OMol25 structures with the same formula, charge and spin is 21.1 kJ/mol. The value obtained for the LUMO energy (alpha / beta) is -5.0 / -8.8 eV. Its net charge is +2.

Atoms and positions in Å:
Rh 0.12879 0.60792 -0.90137
Cl -0.63777 2.66617 -1.96499
C 0.76798 3.26454 -2.83076
C 0.60349 4.42879 -3.51032
C 1.69301 4.95559 -4.22866
C 2.91411 4.31219 -4.25520
C 3.08039 3.12511 -3.56272
Cl 4.59781 2.35922 -3.61843
C 2.00253 2.54903 -2.81057
S 2.26194 1.10622 -1.96738
H -0.35129 4.93948 -3.50018
H 1.56461 5.88421 -4.77091
H 3.74722 4.71996 -4.81011
C -3.68103 -2.39708 -2.85747
C -2.31817 -2.90097 -3.31542
N -1.43977 -3.26212 -2.18927
C -1.34092 -4.70534 -1.88369
C -0.22081 -5.39208 -2.65041
C -0.78478 -2.33453 -1.49765
C 0.02634 -2.75997 -0.30694
N -0.84034 -1.04965 -1.80349
H -4.30523 -2.15832 -3.71979
H -3.59078 -1.50124 -2.23957
H -4.19167 -3.16335 -2.27140
H -1.81388 -2.17682 -3.95749
H -2.43290 -3.79686 -3.92123
H -2.30015 -5.14437 -2.15303
H -1.23001 -4.84656 -0.81251
H -0.37726 -5.31088 -3.72857
H -0.18555 -6.45224 -2.39369
H 0.75050 -4.95130 -2.41424
H -0.61494 -3.20008 0.45732
H 0.52070 -1.89749 0.13428
H 0.78950 -3.48860 -0.58151
H -1.38986 -0.84857 -2.62540
C -0.11600 5.14027 2.79469
C 1.10841 4.64045 2.36809
C 1.21914 3.31087 1.99151
C 0.09872 2.47486 2.05082
C -1.12972 2.98206 2.47032
C -1.23011 4.31453 2.84578
P 0.27533 0.77191 1.49013
C -1.10677 -0.20093 2.12469
C -0.99601 -0.99355 3.26456
C -2.09260 -1.72124 3.70694
C -3.29617 -1.66247 3.01750
C -3.41154 -0.87805 1.87584
C -2.31743 -0.15416 1.42746
C 1.80490 0.15686 2.20380
C 2.11706 0.45877 3.53046
C 3.27579 -0.04546 4.09744
C 4.12903 -0.84783 3.34804
C 3.83039 -1.14352 2.02586
C 2.66913 -0.64080 1.45408
H -0.19955 6.17673 3.09686
H 1.97886 5.28402 2.34125
H 2.17880 2.91527 1.67519
H -1.99870 2.33810 2.52895
H -2.17909 4.70550 3.19024
H -0.05879 -1.05516 3.80319
H -2.00628 -2.33397 4.59554
H -4.14841 -2.22860 3.37138
H -4.35200 -0.82926 1.34122
H -2.41067 0.45744 0.53715
H 1.46644 1.10232 4.11269
H 3.51927 0.19526 5.12421
H 5.03178 -1.24073 3.79789
H 4.50120 -1.75886 1.43896
H 2.44380 -0.87068 0.42007

Atomic forces in eV per Å
0.2 -0.7 0.0
-0.2 0.4 -0.1
0.2 -0.2 0.0
0.0 0.2 -0.1
0.0 0.1 0.0
-0.1 0.1 0.0
-0.1 0.0 0.0
0.0 0.0 0.0
-0.1 0.0 0.1
0.1 0.0 0.0
0.1 0.0 0.0
0.0 0.0 0.0
0.0 0.0 0.0
0.0 0.0 0.1
0.1 -0.1 0.0
0.0 0.0 0.0
0.0 0.1 -0.1
0.0 0.1 -0.1
-0.1 0.0 -0.1
0.0 0.1 -0.1
0.3 0.1 0.3
0.1 0.0 0.0
0.0 0.0 0.0
0.0 0.0 0.0
0.0 0.0 0.0
0.0 0.0 0.0
-0.1 0.0 0.0
0.0 0.0 0.0
0.0 0.0 0.1
0.0 0.1 0.0
0.0 0.0 0.0
0.0 0.0 0.0
0.0 0.0 0.0
-0.1 0.0 0.0
-0.1 0.0 -0.1
0.0 0.0 0.0
0.0 -0.1 0.0
0.0 0.0 0.0
0.0 0.1 -0.1
0.0 0.0 0.0
0.0 0.0 0.0
-0.2 0.0 0.1
0.0 0.0 0.0
0.0 -0.1 0.0
0.0 0.0 0.0
0.0 0.0 0.0
0.0 0.0 0.0
0.0 -0.1 0.1
0.1 -0.1 -0.1
0.1 0.1 0.0
0.0 0.0 0.0
0.0 0.0 0.0
-0.1 0.0 0.0
0.0 0.0 0.1
0.0 0.0 0.0
0.0 0.0 0.0
0.0 0.0 0.0
0.0 0.0 0.0
0.0 0.0 0.0
0.0 0.0 0.0
0.0 0.0 0.0
0.0 0.0 0.0
0.0 0.0 0.0
0.0 0.0 -0.1
0.0 0.0 0.0
0.0 0.0 0.0
0.0 0.0 0.0
0.0 0.0 0.0
0.0 0.0 -0.1

---

No. 4
C4H11N4 | ωB97M-V/def2-TZVPD

Its energy above the lowest of the compared OMol25 structures with the same formula, charge and spin is 379.9 kJ/mol. The value obtained for the LUMO energy is -3.2 eV. The SMILES is CN1C=N[N@@H+](C)NC1. Its net charge is +1.

Atoms and positions in Å:
C 0.50618 -1.32845 -0.25977
C 0.67182 1.17814 -0.14171
C 2.77604 -0.32383 0.10634
C -2.80299 -0.17444 0.14323
N -0.77313 -1.35978 -0.34927
N -0.69308 1.02224 0.29172
N 1.25659 -0.17993 -0.14889
N -1.42568 -0.09446 -0.32254
H 0.92925 -2.34165 -0.24554
H 0.71072 1.84606 -1.06092
H 0.96737 1.81857 0.63445
H 3.26987 0.49081 -0.44686
H 2.89179 0.00704 1.13450
H 3.23110 -1.25675 -0.16237
H -3.33224 -0.82083 -0.49440
H -2.64398 -0.64417 1.08848
H -3.16208 0.85345 0.25930
H -0.89009 0.96953 1.32578
H -1.48747 0.33846 -1.35153

Atomic forces in eV per Å
0.3 2.1 0.3
-1.7 -1.4 -0.7
-1.7 2.7 -0.1
1.0 0.8 1.5
-1.3 -0.5 0.0
-2.5 -0.3 1.6
2.5 -1.5 -0.6
2.1 3.1 -4.4
0.5 0.8 0.0
0.2 -1.5 0.5
1.7 0.6 1.2
-0.2 -0.5 -0.2
0.4 -0.7 0.3
-0.3 -0.6 0.0
-0.8 -0.6 -0.8
-0.7 -0.4 0.9
-0.2 -0.4 -0.3
0.8 -0.1 -1.4
0.2 -1.7 2.2

---

No. 5
C51H59As2GaGe2IN2OS | ωB97M-V/def2-TZVPD

The value obtained for the LUMO energy is -8.7 eV. Its net charge is +3.

Atoms and positions in Å:
Ga -0.23902 -0.09164 -0.03727
C 0.01636 1.50839 4.69988
C -0.65370 1.14948 3.36844
Ge 0.21313 -0.38794 2.49186
C -0.77191 -2.01523 2.96907
C -0.42264 -2.44052 4.39997
C 2.09068 -0.47788 2.99005
C 3.21583 -0.48176 2.28379
Ge 3.31807 -0.46535 0.33772
C 3.61306 1.25526 -0.53596
C 4.87147 1.27916 -1.40810
C 3.57456 -2.08507 -0.73231
C 5.04148 -2.36881 -1.08457
C 4.59891 -0.41517 2.80194
C 4.89750 -0.24969 4.15508
C 6.21326 -0.13608 4.56912
C 7.25412 -0.17255 3.64763
C 6.97954 -0.34482 2.29964
C 5.66063 -0.46821 1.89830
H -0.54249 2.30321 5.19405
H 1.03805 1.86285 4.55580
H 0.04665 0.65854 5.38261
H -0.67170 2.01382 2.70814
H -1.68745 0.83385 3.53359
H -0.55035 -2.80774 2.25700
H -1.83611 -1.78564 2.87680
H 0.63222 -2.70026 4.49794
H -1.00694 -3.31787 4.67792
H -0.64999 -1.65898 5.12628
H 2.19194 -0.48228 4.07701
H 3.65710 1.99589 0.26186
H 2.71622 1.46208 -1.12522
H 5.76997 1.07690 -0.82540
H 4.98822 2.27436 -1.83920
H 4.82208 0.56289 -2.22742
H 2.97593 -1.93715 -1.63466
H 3.15010 -2.90783 -0.15694
H 5.49361 -1.56694 -1.66522
H 5.08581 -3.27538 -1.68823
H 5.64904 -2.54323 -0.19776
H 4.10579 -0.20870 4.89140
H 6.43205 -0.01772 5.62183
H 8.27786 -0.06795 3.97970
H 7.78336 -0.39064 1.57725
H 5.47461 -0.64058 0.82853
C -0.18363 3.30533 -2.18829
C 0.61572 2.20266 -2.87452
As -0.15610 0.41888 -2.62291
C -1.65871 0.55247 -3.83710
C -2.98326 0.52181 -3.42098
C -3.99965 0.66480 -4.35645
C -3.69186 0.84876 -5.69549
C -2.36438 0.88914 -6.10725
C -1.34424 0.73525 -5.18351
C 1.04974 -0.72599 -3.61299
C 2.40311 -0.44588 -3.75901
C 3.20422 -1.27852 -4.53288
C 2.65821 -2.38873 -5.16035
C 1.30459 -2.67035 -5.02018
C 0.50238 -1.84314 -4.24709
As -0.24488 3.15898 -0.24221
C -1.02609 4.89264 0.19458
C -2.13120 5.01494 1.03019
C -2.60339 6.27179 1.38442
C -1.97703 7.40948 0.90027
C -0.88758 7.29170 0.04744
C -0.40743 6.03861 -0.29905
C 1.60816 3.49261 0.24969
C 1.97495 3.26902 1.57505
C 3.24769 3.59711 2.02159
C 4.17197 4.14429 1.14102
C 3.82168 4.34904 -0.18739
C 2.54551 4.02644 -0.63123
H -1.22370 3.29255 -2.52391
H 0.21520 4.28218 -2.46021
H 1.65220 2.19522 -2.53284
H 0.61400 2.36266 -3.95301
H -3.23191 0.40428 -2.37737
H -5.03239 0.63415 -4.03505
H -4.48520 0.96451 -6.42147
H -2.12410 1.03948 -7.15124
H -0.31336 0.74656 -5.51828
H 2.83408 0.43710 -3.30703
H 4.25280 -1.04539 -4.66637
H 3.27979 -3.01633 -5.78494
H 0.87014 -3.51826 -5.53442
H -0.56637 -2.03204 -4.18558
H -2.64001 4.14283 1.41586
H -3.46114 6.36072 2.03783
H -2.33750 8.38892 1.18424
H -0.40693 8.17663 -0.34787
H 0.46086 5.96578 -0.94309
H 1.26326 2.84925 2.27509
H 3.51691 3.43302 3.05763
H 5.15514 4.42788 1.49246
H 4.53705 4.77784 -0.87722
H 2.29361 4.20172 -1.67044
S -4.63189 0.00030 1.01573
C -2.99899 0.39797 0.80541
N -2.30468 -0.38694 0.02091
C -3.10197 -1.41220 -0.49143
C -2.71436 -2.38738 -1.40880
C -3.65244 -3.29951 -1.83394
C -4.97094 -3.25712 -1.35777
C -5.37460 -2.28729 -0.46531
C -4.42419 -1.35772 -0.04385
H -2.55576 1.25338 1.29234
H -1.70188 -2.39089 -1.78719
H -3.37445 -4.06504 -2.54622
H -5.68606 -3.99059 -1.70455
H -6.39517 -2.24226 -0.10976
N 0.47335 -3.92418 -1.72526
C 0.40108 -3.48805 -0.47590
O 0.36178 -2.26839 -0.18757
C 0.43780 -4.52359 0.60494
I -1.54073 -5.28119 0.93757
H 0.50183 -3.27388 -2.49815
H 0.49865 -4.91107 -1.93157
H 0.77663 -4.08989 1.53942
H 1.05035 -5.37962 0.33682

Atomic forces in eV per Å
-0.6 -0.3 -0.2
-0.1 0.0 0.0
0.1 -0.2 0.0
0.2 0.3 -0.3
0.1 0.1 -0.2
-0.1 0.0 0.0
-0.2 0.0 0.2
-0.1 -0.1 -0.4
0.5 0.2 -0.1
0.0 -0.7 0.1
-0.1 0.0 0.0
-0.3 0.2 0.3
0.0 -0.1 0.0
0.1 0.0 0.2
0.0 0.0 0.0
0.0 0.0 0.0
0.0 0.0 0.0
0.1 0.0 0.0
-0.2 0.0 0.0
0.0 0.0 0.0
0.0 0.0 0.0
0.0 0.0 0.0
-0.1 0.1 -0.1
0.0 0.1 0.0
-0.1 0.1 0.1
0.0 0.0 0.0
0.0 0.0 0.0
0.0 0.0 0.0
0.0 0.0 0.0
0.0 0.0 0.0
0.0 -0.3 -0.1
0.1 0.0 0.1
0.0 0.0 0.0
0.0 0.0 0.0
0.1 0.0 0.0
0.0 -0.1 0.0
0.0 -0.1 -0.1
0.0 0.0 0.0
0.0 0.0 0.0
0.0 0.0 0.0
0.0 0.0 0.0
0.0 0.0 0.0
0.0 0.0 0.0
0.0 0.0 0.0
0.1 0.0 0.0
0.0 -0.1 -0.1
0.0 0.1 0.1
0.4 0.3 0.1
-0.1 -0.1 0.2
0.1 0.1 0.0
0.0 0.0 0.0
0.0 0.0 0.0
0.0 0.0 0.0
0.0 0.0 0.0
-0.1 -0.1 0.0
-0.1 0.0 0.0
0.0 0.0 0.0
0.0 0.0 0.0
0.0 0.0 0.0
-0.1 0.1 0.0
-0.2 -0.2 0.2
0.1 -0.1 0.0
0.0 -0.1 0.0
0.0 0.0 0.0
0.0 0.0 0.0
0.0 0.0 0.0
0.0 0.0 0.0
-0.1 0.2 -0.1
0.0 0.0 0.0
0.1 0.0 0.0
0.0 0.1 0.0
-0.1 0.2 0.0
-0.1 0.2 0.1
0.0 0.0 0.0
0.0 0.0 0.0
-0.1 0.0 -0.1
0.1 -0.1 -0.1
0.0 0.0 0.1
0.0 0.0 0.0
0.0 0.0 0.0
0.0 0.0 0.0
0.0 0.0 0.0
0.0 0.0 0.0
0.0 0.0 0.0
0.0 0.0 0.0
0.0 0.0 0.0
0.0 0.0 0.0
0.0 -0.2 0.0
0.0 0.0 0.0
0.0 0.0 0.0
0.0 0.0 0.0
0.0 0.0 0.0
0.0 0.0 0.0
0.0 0.0 0.0
0.0 0.0 0.0
0.0 0.0 0.0
0.0 0.1 0.0
0.1 0.0 0.0
-0.2 0.0 0.1
0.4 0.0 0.1
0.0 -0.1 -0.1
0.1 0.1 0.0
0.0 0.0 0.0
0.0 0.0 0.0
0.0 0.0 0.0
0.1 0.0 0.1
0.0 0.1 0.1
0.0 -0.1 0.0
0.0 0.0 0.0
0.0 0.0 0.0
0.0 0.0 0.0
0.0 0.0 0.0
0.3 0.0 0.1
-0.2 0.1 -0.2
-0.2 -0.1 0.0
0.1 0.0 0.0
0.0 0.0 0.0
0.0 0.0 0.0
0.1 0.0 -0.1
0.0 0.0 0.0